[1]
Molecular formula: C5H8OS
Method: DFT, ωB97M-V with the def2-TZVPD basis set

Its max |F| is 4.1 eV/A. As for the spin multiplicity: 1. The calculation puts the gap between HOMO and LUMO at 7.6 eV. Its structure (SMILES) is C/C=C/C(=S)CO. The charge is 0. The electronic energy comes out at -668.6151 a.u. The value obtained for the relative energy (zero: lowest compared OMol25 entry of this formula, charge and spin) is 3.359 eV.

Each line ends with the natural charge from an NBO analysis.
CARTESIAN COORDINATES (ANGSTROEM)
C (-1.1577, -1.5443, -1.8719)  -0.658
C (0.0164, -1.1535, -1.0608)  -0.073
C (-0.1657, -0.2961, -0.0504)  -0.350
C (0.9298, 0.2582, 0.7324)  -0.071
S (2.4522, 0.1082, -0.0043)  -0.057
C (0.7879, 1.2615, 1.9725)  -0.122
O (-0.5045, 1.9327, 1.8019)  -0.710
H (-0.6943, -1.2447, -2.9186)  0.234
H (-2.2095, -1.0383, -1.5429)  0.223
H (-1.2651, -2.6472, -1.5943)  0.238
H (0.9197, -1.2429, -1.6535)  0.235
H (-1.1425, 0.1797, 0.2984)  0.235
H (0.8057, 0.7090, 2.8933)  0.209
H (1.4625, 2.2292, 1.9227)  0.210
H (-0.2349, 2.4885, 1.0754)  0.459


[2]
Molecular formula: C28H27FMoN4S2Si
Method: DFT, ωB97M-V with the def2-TZVPD basis set

Its max |F| is 0.7 eV/A. As for the spin multiplicity: 3. The calculation puts the gap between HOMO and LUMO (alpha / beta) at 7.0 / 6.8 eV. The charge is +2. The electronic energy comes out at -2555.6549 a.u. The value obtained for the relative energy (zero: lowest compared OMol25 entry of this formula, charge and spin) is 0.393 eV. As for the expectation value of S²: 2.042.

Each line ends with the natural charge from an NBO analysis.
CARTESIAN COORDINATES (ANGSTROEM)
Mo (-0.0523, -0.7064, 1.1332)  1.379
S (1.2715, 1.5485, 4.8289)  0.556
C (-0.4057, 1.2610, 4.9802)  -0.368
C (-0.9148, 0.5480, 3.9354)  -0.261
C (0.0885, 0.2088, 2.9795)  -0.296
C (1.3231, 0.7040, 3.3480)  -0.275
C (2.4906, 0.4483, 2.5232)  0.218
C (3.7982, 0.7916, 2.8336)  -0.217
C (4.8124, 0.4128, 1.9726)  -0.095
C (4.5028, -0.3033, 0.8228)  -0.246
C (3.1799, -0.5944, 0.5667)  0.076
N (2.1853, -0.2171, 1.3848)  -0.531
H (-0.9318, 1.6379, 5.8435)  0.267
H (-1.9592, 0.2788, 3.8631)  0.236
H (4.0150, 1.3341, 3.7435)  0.249
H (5.8392, 0.6654, 2.2003)  0.251
H (5.2694, -0.6312, 0.1364)  0.253
H (2.8907, -1.1394, -0.3230)  0.214
C (-2.6026, -3.2472, 3.4627)  -1.144
Si (-1.8354, -2.9620, 1.8091)  1.801
C (0.0654, -3.0404, 2.0406)  -1.063
C (-2.4130, -4.1093, 0.4785)  -1.144
N (-1.8728, -1.2632, 1.2833)  -0.883
C (-2.9379, -0.3564, 1.1594)  0.020
C (-4.2864, -0.6431, 1.3405)  -0.189
C (-5.2209, 0.3757, 1.2079)  -0.181
C (-4.8299, 1.6730, 0.9030)  -0.162
C (-3.4860, 1.9864, 0.7119)  -0.268
C (-2.6071, 0.9498, 0.8428)  0.415
F (-1.2288, 1.1615, 0.6608)  -0.315
H (-2.3010, -4.2323, 3.8285)  0.275
H (-3.6926, -3.2402, 3.4235)  0.267
H (-2.2790, -2.5033, 4.1928)  0.262
H (0.3320, -2.8610, 3.0826)  0.289
H (0.8079, -2.4408, 1.4269)  0.215
H (0.4629, -4.0152, 1.7464)  0.310
H (-2.0011, -5.1082, 0.6393)  0.272
H (-2.1235, -3.7810, -0.5210)  0.247
H (-3.5002, -4.2092, 0.4893)  0.272
H (-4.6049, -1.6492, 1.5822)  0.231
H (-6.2696, 0.1533, 1.3468)  0.247
H (-5.5728, 2.4527, 0.8123)  0.249
H (-3.1485, 2.9855, 0.4753)  0.260
S (0.3383, 0.7861, -5.3655)  0.426
C (0.4266, 0.3877, -3.6803)  -0.088
C (1.0410, 1.1834, -2.7042)  -0.269
C (1.0076, 0.7850, -1.3922)  0.077
N (0.4145, -0.3560, -0.9850)  -0.555
C (-0.1825, -1.1219, -1.9229)  0.068
C (-0.1983, -0.7935, -3.2532)  -0.248
C (1.5639, 2.0643, -5.5146)  -0.189
C (2.9181, 1.7645, -5.4592)  -0.261
C (3.8176, 2.8098, -5.6054)  0.049
N (3.4534, 4.0740, -5.8050)  -0.370
C (2.1548, 4.3388, -5.8811)  0.055
C (1.1644, 3.3721, -5.7402)  -0.251
H (1.5362, 2.1073, -2.9665)  0.264
H (1.4600, 1.3944, -0.6201)  0.224
H (-0.6411, -2.0418, -1.5805)  0.214
H (-0.6827, -1.4544, -3.9590)  0.257
H (3.2674, 0.7496, -5.3237)  0.234
H (4.8838, 2.6182, -5.5702)  0.212
H (1.8813, 5.3721, -6.0594)  0.216
H (0.1184, 3.6369, -5.8096)  0.240


[3]
Molecular formula: C25H36N5NdO3S
Method: DFT, ωB97M-V with the def2-TZVPD basis set

Its max |F| is 1.6 eV/A. As for the spin multiplicity: 4. The calculation puts the gap between HOMO and LUMO (alpha / beta) at 6.6 / 6.6 eV. The charge is 0. The electronic energy comes out at -2433.4533 a.u. The value obtained for the relative energy (zero: lowest compared OMol25 entry of this formula, charge and spin) is 1.442 eV. As for the expectation value of S²: 3.754.

Each line ends with the Mulliken charge.
CARTESIAN COORDINATES (ANGSTROEM)
Nd (-0.2020, -0.2531, 0.7156)  0.702
C (-1.7449, -2.7981, -1.0951)  -0.439
C (-1.6301, -3.5725, 0.2093)  -1.055
N (-1.0632, -2.7827, 1.3191)  -0.022
C (-0.0296, -3.4805, 2.0758)  -1.716
C (1.2881, -3.4541, 1.3353)  1.153
C (2.1684, -4.5295, 1.3350)  -1.071
C (3.3580, -4.4098, 0.6369)  -0.593
C (3.6321, -3.2393, -0.0517)  -1.004
C (2.7029, -2.2075, -0.0033)  1.100
C (2.9291, -0.8921, -0.7163)  -1.753
N (1.6923, -0.3757, -1.2960)  0.125
C (1.2615, -1.0225, -2.5471)  -1.118
C (-0.2056, -1.4337, -2.5541)  -0.115
N (-0.4373, -2.2371, -1.3731)  -0.008
N (1.5673, -2.3294, 0.6811)  0.730
H (-2.4624, -1.9876, -0.9906)  0.046
H (-2.1131, -3.4744, -1.8820)  0.510
H (-0.9699, -4.4328, 0.0478)  0.311
H (-2.6020, -3.9889, 0.4882)  0.441
H (-1.8006, -2.4617, 1.9324)  0.431
H (-0.2939, -4.5225, 2.3010)  0.504
H (0.1009, -2.9560, 3.0229)  0.365
H (1.9154, -5.4365, 1.8678)  0.507
H (4.0607, -5.2332, 0.6105)  0.412
H (4.5420, -3.1198, -0.6246)  0.497
H (3.7230, -1.0278, -1.4630)  0.537
H (3.2784, -0.1629, 0.0158)  0.379
H (1.7490, 0.6256, -1.4239)  0.250
H (1.8738, -1.9218, -2.6835)  0.339
H (1.4750, -0.3829, -3.4089)  0.529
H (-0.4215, -1.9546, -3.5002)  0.481
H (-0.8515, -0.5547, -2.5164)  -0.292
H (0.2653, -2.9653, -1.3171)  0.252
O (0.3535, -0.6472, 2.9598)  -0.581
C (1.1610, 0.3333, 2.8313)  0.445
O (1.8161, 0.4287, 1.7555)  -0.565
C (1.1169, 1.4837, 3.7701)  0.201
C (1.7586, 1.4690, 4.9968)  -0.300
C (1.6888, 2.5846, 5.8206)  -0.646
C (0.9624, 3.6887, 5.3904)  -0.493
C (0.3039, 3.6826, 4.1708)  -0.762
C (0.3585, 2.5762, 3.3212)  0.450
S (-0.5387, 2.5129, 1.7870)  -0.524
H (2.3087, 0.5895, 5.3090)  0.445
H (2.1859, 2.5930, 6.7814)  0.384
H (0.8971, 4.5682, 6.0199)  0.359
H (-0.2782, 4.5435, 3.8659)  0.416
O (-0.4772, 1.3810, -1.2949)  0.543
C (-1.0775, 2.4601, -1.2700)  -0.919
C (-0.3551, 3.7500, -1.4793)  -0.642
C (-0.2909, 3.8361, -3.0293)  -0.451
C (-1.5959, 3.5614, -3.8061)  -0.963
C (-2.1337, 2.1148, -3.7733)  -0.214
C (-2.9624, 1.7813, -2.5220)  -0.530
N (-2.4303, 2.5178, -1.3629)  0.186
H (0.6293, 3.7207, -1.0218)  0.253
H (-0.9179, 4.5826, -1.0550)  0.364
H (0.4635, 3.1182, -3.3667)  0.167
H (0.0855, 4.8232, -3.3031)  0.468
H (-1.3996, 3.8272, -4.8468)  0.447
H (-2.3795, 4.2571, -3.4817)  0.299
H (-1.2828, 1.4306, -3.8440)  -0.051
H (-2.7406, 1.9262, -4.6614)  0.540
H (-2.9748, 0.7149, -2.3001)  -0.193
H (-3.9988, 2.0975, -2.6370)  0.577
H (-2.7733, 3.4655, -1.3237)  0.444
C (-2.7478, -0.2385, 0.6258)  -1.277
H (-3.0617, 0.6957, 1.1056)  0.318
H (-3.2912, -1.0560, 1.1249)  0.313
H (-3.1375, -0.1990, -0.4041)  0.081


[4]
Molecular formula: C39H53BBeBrCaCl5CsF5N6O11P2
Method: DFT, ωB97M-V with the def2-TZVPD basis set

Its max |F| is 7.8 eV/A. As for the spin multiplicity: 1. The calculation puts the gap between HOMO and LUMO at 1.0 eV. The charge is +2. The electronic energy comes out at -9466.7659 a.u.

Each line ends with the Mulliken charge.
CARTESIAN COORDINATES (ANGSTROEM)
C (-3.3674, 4.1116, 0.0957)  -1.277
C (-1.8964, 3.4904, 0.4908)  -0.605
O (-1.0137, 3.3627, -0.6187)  0.254
C (-0.8060, 2.0582, -1.1845)  1.358
C (0.4028, 2.3878, -2.2449)  0.186
C (1.3451, 3.5720, -1.9038)  -0.336
C (2.4166, 3.8455, -2.9809)  -0.961
C (2.3652, 2.9128, -4.2024)  -0.405
N (1.4847, 1.8647, -4.5416)  -0.710
C (0.4850, 1.5905, -3.5620)  0.203
P (-2.2663, 1.8090, -2.3423)  -0.657
O (-2.4254, 3.1891, -3.3453)  -0.542
O (-3.7773, 1.4681, -1.6847)  -0.499
C (-0.4181, 0.8533, -0.1219)  0.111
C (-1.2058, -0.4934, -0.6124)  -1.082
C (-0.7129, -1.1957, -1.9687)  0.893
C (-1.8760, -1.4347, -3.1057)  -1.071
C (-3.2149, -2.0848, -2.5300)  -0.933
N (-3.0616, -3.5080, -2.0954)  0.468
C (-1.9548, -4.4646, -2.2138)  -0.025
C (-2.5835, -5.7778, -1.5643)  -1.215
C (-4.1064, -5.5497, -1.0907)  -0.861
C (-4.3220, -4.0186, -1.4741)  0.019
O (0.9564, 0.6704, -0.4410)  0.343
C (1.8109, -0.3002, 0.0444)  -1.017
O (2.9543, 0.1441, 0.3955)  -0.627
C (1.8052, -1.8898, 0.1240)  1.419
C (1.4397, -2.7931, 1.3177)  0.227
C (1.5399, -4.3558, 1.1760)  -0.747
C (2.0051, -5.0644, -0.1235)  -0.471
C (2.4066, -4.1616, -1.3158)  -0.955
C (2.3097, -2.6303, -1.1733)  -0.354
N (-0.7226, 1.2675, 1.3441)  1.906
C (-1.0907, 0.0657, 2.2061)  1.227
C (-1.1082, 0.0975, 3.7726)  -0.449
N (-0.2103, -0.5537, 4.5046)  -0.668
C (0.3579, 1.9554, 2.0761)  0.459
C (1.2336, 3.1176, 1.4543)  -0.791
F (1.3933, 1.1126, 2.6725)  -0.377
C (-2.0072, 2.0816, 1.2488)  -0.459
C (-2.8193, 2.3932, 2.5877)  0.809
C (-4.0110, 1.4018, 2.9015)  0.198
C (-4.7904, 1.7721, 4.1793)  -0.691
C (-4.2976, 3.0234, 4.9180)  -0.242
N (-3.2187, 3.9034, 4.6698)  -0.556
C (-2.4814, 3.5895, 3.4986)  -0.559
H (-4.2460, 3.3587, 0.2894)  0.378
H (-3.5551, 5.1400, 0.5806)  0.328
H (-3.3240, 4.2106, -1.0552)  0.264
H (-1.4350, 4.3376, 1.1345)  0.651
H (1.3025, 4.2439, -0.9982)  0.513
H (3.1989, 4.6748, -2.8972)  0.272
H (3.1932, 3.1045, -4.9825)  0.327
H (-0.2286, 0.7333, -3.8442)  0.109
H (-3.3954, 3.3969, -3.3711)  0.418
H (-4.4169, 2.2043, -1.8361)  0.346
H (-2.3549, -0.3509, -0.5748)  0.030
H (-1.0761, -1.3841, 0.1219)  0.436
H (0.2606, -0.7970, -2.4120)  0.251
H (-0.4159, -2.3049, -1.7708)  -0.571
H (-2.0265, -0.5418, -3.7964)  0.518
H (-1.4229, -2.2466, -3.8027)  0.551
H (-3.7425, -1.4994, -1.7089)  0.503
H (-3.9643, -2.1116, -3.4132)  0.288
H (-0.9381, -4.2525, -2.6711)  0.339
H (-2.0739, -6.8138, -1.4569)  0.595
H (-4.8890, -6.2700, -0.6146)  0.361
H (-5.2298, -3.3456, -1.3862)  0.265
H (1.1160, -2.3280, 2.2992)  0.040
H (1.2640, -5.0422, 2.0502)  0.496
H (2.1038, -6.1893, -0.2601)  0.467
H (2.7938, -4.5708, -2.3152)  0.460
H (2.6194, -1.9934, -2.0820)  0.464
H (-0.2631, -0.7041, 1.9530)  -1.258
H (-2.1371, -0.3263, 1.9064)  0.271
H (-1.9153, 0.6064, 4.4204)  0.297
H (0.4809, -1.0197, 3.8940)  0.251
H (-0.1078, 2.4700, 3.0045)  0.761
H (0.6784, 4.0685, 1.1493)  -0.073
H (1.9360, 3.4651, 2.3100)  0.674
H (1.9738, 2.7478, 0.6479)  -0.333
H (-2.7331, 1.4250, 0.6300)  0.197
H (-4.2427, 0.5153, 2.2296)  0.242
H (-5.6852, 1.1784, 4.5461)  0.370
H (-4.9196, 3.3010, 5.8493)  0.380
H (-1.5911, 4.2763, 3.2455)  0.296
Cl (-5.6386, 3.4571, 1.5310)  -0.478
Cs (-2.2116, -4.9803, 0.9786)  1.123
C (5.0748, -2.7721, 2.1001)  -0.338
O (4.8169, -4.0642, 1.5666)  -0.198
P (5.8564, -5.3889, 1.9489)  0.966
O (6.6883, -4.5849, 2.9468)  -0.570
O (6.5590, -5.2962, 0.4470)  -0.269
C (6.0930, -4.4861, -0.5960)  -0.338
O (6.7893, -6.7910, 2.2920)  -0.418
C (8.0845, -6.9405, 1.7343)  -0.499
H (4.3502, -2.0781, 1.6647)  -0.017
H (4.9457, -2.7692, 3.1828)  0.275
H (6.0793, -2.4301, 1.8291)  0.212
H (6.3111, -3.4384, -0.3879)  -0.274
H (5.0254, -4.6326, -0.7695)  0.050
H (6.6272, -4.7614, -1.5118)  0.612
H (8.6701, -6.0245, 1.8387)  0.251
H (8.0096, -7.2292, 0.6835)  0.220
H (8.5901, -7.7494, 2.2640)  0.287
C (5.4468, 3.9792, 1.4960)  -0.240
Cl (5.5140, 2.2381, 1.7671)  0.073
Cl (4.2928, 4.3363, 0.1885)  0.270
Cl (4.9936, 4.8302, 2.9738)  -0.054
H (6.4343, 4.3234, 1.1898)  0.451
C (-7.0089, -0.3888, -2.9868)  -0.605
N (-7.4140, 0.9090, -2.3874)  0.856
O (-6.5531, 1.7687, -2.2747)  -0.513
O (-8.5767, 1.0190, -2.0527)  -0.513
H (-5.9497, -0.3443, -3.2363)  0.117
H (-7.1995, -1.1657, -2.2470)  0.259
H (-7.6104, -0.5393, -3.8825)  0.357
B (-1.0970, 6.5034, -1.6664)  0.372
F (-0.8613, 6.4205, -0.2467)  -0.408
F (-2.2601, 5.7283, -1.9941)  -0.352
F (-1.3082, 7.8644, -2.0380)  -0.333
F (0.0387, 5.9818, -2.3687)  -0.331
Be (-4.5329, 5.8760, 1.6060)  0.380
Br (4.2549, 6.5589, -0.1958)  0.049
Cl (7.4708, 1.0806, 2.9870)  -0.604
Ca (7.6682, -2.2214, -0.6230)  1.055


[5]
Molecular formula: C3H3NO4
Method: DFT, ωB97M-V with the def2-TZVPD basis set

Its max |F| is 9.3 eV/A. As for the spin multiplicity: 1. The calculation puts the gap between HOMO and LUMO at 11.0 eV. Its structure (SMILES) is O=CON(C=O)C=O. The charge is 0. The electronic energy comes out at -471.7193 a.u. The value obtained for the relative energy (zero: lowest compared OMol25 entry of this formula, charge and spin) is 4.187 eV.

Each line ends with the natural charge from an NBO analysis.
CARTESIAN COORDINATES (ANGSTROEM)
O (-0.6720, 1.6866, -1.0090)  -0.515
C (-0.2834, 1.8156, 0.1408)  0.648
O (0.1172, 0.8654, 1.0793)  -0.310
N (0.0339, -0.4406, 0.4021)  -0.225
C (1.2465, -0.7631, -0.2516)  0.529
O (2.2602, -0.0600, -0.3404)  -0.507
C (-0.9831, -1.1252, -0.0027)  0.492
O (-2.2078, -0.6896, -0.1257)  -0.554
H (-0.0762, 2.7922, 0.8107)  0.147
H (1.1775, -1.9058, -0.4515)  0.136
H (-0.6128, -2.1756, -0.2519)  0.160


[6]
Molecular formula: C17H18N2O5
Method: DFT, ωB97M-V with the def2-TZVPD basis set

Its max |F| is 0.7 eV/A. As for the spin multiplicity: 1. The calculation puts the gap between HOMO and LUMO at 9.3 eV. Its structure (SMILES) is COc1ccc(COC(=O)NNC(=O)c2ccc(OC)cc2)cc1. The charge is 0. The electronic energy comes out at -1144.3105 a.u. The value obtained for the relative energy (zero: lowest compared OMol25 entry of this formula, charge and spin) is 2.600 eV.

Each line ends with the natural charge from an NBO analysis.
CARTESIAN COORDINATES (ANGSTROEM)
C (-5.5440, -3.4028, -0.2439)  -0.252
O (-4.3503, -2.9361, 0.3370)  -0.490
C (-4.0421, -1.6163, 0.2225)  0.293
C (-4.8127, -0.6699, -0.4436)  -0.264
C (-4.3922, 0.6485, -0.5007)  -0.185
C (-3.2156, 1.0527, 0.1085)  -0.100
C (-2.7754, 2.4876, 0.0573)  -0.076
O (-1.3682, 2.5302, -0.1776)  -0.539
C (-0.7807, 3.7385, -0.0195)  0.873
O (-1.3503, 4.7500, 0.2957)  -0.623
N (0.5379, 3.6745, -0.3431)  -0.467
N (1.2097, 2.4574, -0.4931)  -0.443
C (2.4852, 2.3512, -0.0245)  0.641
O (3.0627, 3.3265, 0.4241)  -0.632
C (3.0934, 1.0067, -0.1338)  -0.190
C (4.2236, 0.7528, 0.6379)  -0.141
C (4.8529, -0.4760, 0.6110)  -0.271
C (4.3598, -1.4860, -0.2113)  0.314
O (4.8879, -2.7289, -0.3227)  -0.485
C (6.0285, -3.0524, 0.4379)  -0.254
C (3.2357, -1.2298, -1.0033)  -0.260
C (2.6100, -0.0047, -0.9656)  -0.159
C (-2.4509, 0.1029, 0.7792)  -0.175
C (-2.8519, -1.2134, 0.8318)  -0.249
H (-5.5828, -4.4679, -0.0211)  0.202
H (-6.4209, -2.9110, 0.1892)  0.177
H (-5.5457, -3.2608, -1.3294)  0.176
H (-5.7373, -0.9442, -0.9262)  0.213
H (-4.9987, 1.3713, -1.0266)  0.211
H (-3.2903, 3.0315, -0.7423)  0.195
H (-2.9890, 3.0017, 1.0041)  0.208
H (1.1679, 4.4154, -0.0482)  0.436
H (0.6041, 1.6733, -0.6803)  0.420
H (4.6014, 1.5450, 1.2664)  0.238
H (5.7228, -0.6349, 1.2281)  0.216
H (6.8774, -2.4118, 0.1801)  0.179
H (6.2667, -4.0844, 0.1855)  0.203
H (5.8286, -2.9795, 1.5114)  0.179
H (2.8765, -2.0181, -1.6457)  0.228
H (1.7607, 0.1647, -1.6100)  0.210
H (-1.5317, 0.4029, 1.2594)  0.217
H (-2.2625, -1.9562, 1.3453)  0.225